# C50H55N6PRe

A structure of composition C50H55N6PRe at a distorted geometry (the ωB97M-V functional and the def2-TZVPD basis, the Open Molecules 2025 dataset).

Calculated values
HOMO (alpha / beta)	-0.2242 / -0.2266	Ha
LUMO (alpha / beta)	-1.037 / -1.018	eV
spin multiplicity	2
frontier orbital gap (alpha / beta)	5.06 / 5.15	eV

```
113
Properties=species:S:1:pos:R:3:forces:R:3:lowdin_spin:R:1
Re 0.68160 -0.07324 0.81948 -2.7315 0.2671 1.3215 0.8168
C -2.32840 2.71666 2.71248 0.1442 0.1517 0.2770 0.0112
C -1.68090 3.37436 3.76588 -0.2211 -0.1682 -0.3247 -0.0033
C -0.44170 2.93776 4.13408 0.2975 -0.2769 -0.2048 0.0097
C 0.18760 1.86666 3.44788 -1.8819 0.4826 -0.8824 -0.0018
N -0.42360 1.29996 2.36298 1.4171 -0.3212 -0.2435 0.0187
C -1.66040 1.70916 2.06088 -0.3987 -0.0572 -0.0923 -0.0003
N 1.32430 1.43146 3.98488 2.3160 -1.4014 0.4575 0.0214
C 2.22270 0.68526 3.39338 -1.5434 1.2511 -0.2252 0.0082
N 2.25280 0.31856 2.07908 0.7376 -0.2972 0.2958 0.0303
C 3.46940 -0.26274 1.81298 -0.2148 0.5883 -2.0975 0.0107
N 3.97910 -0.50734 0.62668 0.3799 -0.7706 2.6482 -0.0107
C 3.44090 -0.08884 -0.52192 -1.0949 0.8490 -1.5851 0.0072
C 4.28790 -0.18954 -1.64982 -0.1203 -0.0346 0.4715 -0.0017
C 3.94950 0.38536 -2.84122 -0.5977 0.3156 -0.0445 0.0051
C 2.73700 1.08306 -2.91312 0.5362 -0.0135 -0.0796 -0.0022
C 1.90680 1.07176 -1.82262 -0.1321 0.2407 -0.1548 0.0044
N 2.18210 0.46456 -0.65492 1.0977 -0.3745 -0.1509 0.0063
C 4.20370 -0.41194 3.04928 0.2800 0.1627 1.6969 0.0026
C 5.40830 -1.01814 3.37708 -0.4265 0.1615 -0.4672 0.0016
C 5.81650 -0.97234 4.69738 0.0357 0.1017 0.3789 0.0030
C 5.06560 -0.31114 5.67168 0.3303 -0.1877 -0.0847 0.0019
C 3.86770 0.30316 5.35518 -0.3886 0.2010 -0.3803 0.0023
C 3.43220 0.23306 4.04128 1.4326 -0.8167 0.0915 0.0004
H -3.33320 2.98466 2.42968 -0.0957 -0.0385 -0.1324 0.0008
H -2.16370 4.18516 4.29138 -0.0213 0.0605 0.0370 -0.0005
H 0.10490 3.37676 4.95268 0.0333 -0.0063 0.1077 0.0006
H -2.14290 1.16376 1.26328 0.1296 0.0177 -0.0712 0.0015
H 5.22180 -0.70374 -1.49832 0.1245 -0.0341 0.0156 -0.0002
H 4.60480 0.32216 -3.69702 0.0621 -0.0118 -0.0646 0.0004
H 2.43670 1.59786 -3.81072 -0.1014 0.0426 -0.0820 -0.0001
H 0.95180 1.57256 -1.88712 0.0040 -0.1259 0.0574 0.0002
H 5.99130 -1.52034 2.62098 0.0747 -0.0384 -0.0843 0.0000
H 6.74130 -1.45164 4.98398 0.0668 -0.0240 0.0207 0.0001
H 5.43470 -0.27954 6.68748 -0.0073 -0.0184 0.0428 0.0000
H 3.27910 0.82856 6.09258 -0.0453 -0.0062 0.0802 0.0002
C -1.53850 -2.61734 4.67708 0.0896 0.1629 -0.0849 0.0005
C -1.50200 -1.51614 3.62018 0.2578 0.0362 -0.2069 0.0027
C -2.92270 -1.20054 3.14938 0.1795 0.1249 0.0081 0.0002
P -0.38970 -1.79504 2.12378 0.5176 0.2860 -0.5311 0.0021
C 0.75440 -3.17674 2.63168 -0.2182 0.1706 -0.1136 -0.0030
C 1.53740 -3.67164 1.41978 -0.1260 -0.0175 0.0473 0.0007
C 1.72100 -2.73414 3.72968 -0.1952 -0.0016 -0.0978 -0.0002
C -1.42420 -2.59284 0.87958 0.1927 0.3622 -0.1543 0.0049
C -2.22910 -3.69084 1.14188 -0.0787 0.0431 -0.3233 -0.0002
C -3.00180 -4.27634 0.15508 0.0571 -0.0145 0.0685 0.0038
C -3.89090 -5.44304 0.45828 -0.0293 0.0604 -0.1044 0.0007
C -2.92300 -3.73374 -1.12722 0.0010 -0.0843 0.2005 -0.0005
C -2.12070 -2.65374 -1.41552 0.0924 0.2124 -0.0308 0.0019
C -1.34680 -2.02704 -0.41592 -0.7508 -0.8479 0.4979 0.0028
N -0.56500 -0.92794 -0.65532 0.9076 0.7424 0.1823 0.0218
C -0.36680 -0.66274 -2.04082 0.0540 -0.1239 -0.2833 0.0049
C 0.56430 -1.44714 -2.74252 -0.0642 0.0941 0.0325 0.0010
C 1.34080 -2.51994 -2.04212 -0.0002 0.0522 0.0340 0.0009
C 0.77600 -1.21204 -4.08902 -0.1262 0.0493 0.0145 -0.0001
C 0.09200 -0.21544 -4.76922 -0.0376 -0.0492 -0.0087 0.0005
C 0.38560 0.06016 -6.21232 0.0363 0.0068 0.0253 0.0001
C -0.85110 0.52596 -4.07662 0.1019 -0.0989 -0.0710 0.0001
C -1.10330 0.31306 -2.72942 -0.0259 -0.2264 0.1931 0.0014
C -2.21300 1.06966 -2.05162 0.0330 0.0489 0.2993 0.0001
H -2.20890 -2.30744 5.47868 -0.0641 -0.0265 0.0929 0.0002
H -0.56170 -2.80294 5.11308 0.0578 -0.0852 0.0677 0.0000
H -1.91930 -3.55064 4.26888 -0.0461 -0.1141 -0.0181 0.0000
H -1.07840 -0.61304 4.07888 -0.0534 -0.0973 -0.0211 -0.0001
H -3.47300 -2.11684 2.94998 -0.0485 -0.0577 -0.0615 0.0000
H -2.91030 -0.61674 2.23328 -0.1448 0.0389 -0.0852 0.0002
H -3.45680 -0.63744 3.91208 -0.0759 0.0657 0.1049 0.0000
H 0.10710 -3.98614 2.99018 0.0696 0.0605 0.0297 -0.0003
H 2.19130 -2.87784 1.05568 0.0232 0.0010 -0.0635 0.0009
H 0.87380 -3.97624 0.61158 0.0188 -0.0341 -0.0488 0.0000
H 2.16220 -4.51974 1.69798 0.0546 -0.1086 0.0284 -0.0001
H 2.61530 -2.30724 3.28458 0.0404 -0.0042 -0.0001 -0.0001
H 2.02710 -3.58514 4.33518 0.0538 -0.0298 0.1260 0.0000
H 1.28400 -1.97454 4.37468 0.0484 0.0395 0.2261 -0.0001
H -2.25200 -4.10574 2.13898 -0.0049 -0.0763 0.1709 -0.0001
H -3.70830 -5.81474 1.46268 -0.0020 -0.1047 0.0875 0.0000
H -3.72190 -6.24964 -0.25112 -0.0399 -0.1705 -0.0224 0.0001
H -4.93890 -5.15464 0.39178 -0.1418 -0.0468 0.0031 0.0003
H -3.50980 -4.17424 -1.91972 -0.0934 -0.0728 -0.1449 -0.0001
H -2.08890 -2.26764 -2.42542 -0.0365 -0.0255 -0.0305 0.0002
H 1.75490 -2.14784 -1.10452 -0.0306 -0.1016 0.0217 0.0006
H 2.16130 -2.86954 -2.66342 0.0603 -0.0632 -0.0832 0.0001
H 0.70120 -3.36874 -1.79982 -0.0299 -0.0784 0.0697 0.0001
H 1.49510 -1.82224 -4.61772 0.1408 -0.0631 -0.0938 0.0000
H 0.47620 -0.86514 -6.77872 -0.0123 -0.0335 -0.0819 0.0000
H 1.33460 0.59036 -6.29652 0.0814 0.0838 -0.1284 0.0000
H -0.38960 0.67876 -6.65832 -0.0286 0.0361 -0.0764 0.0000
H -1.41810 1.28086 -4.59972 -0.1156 0.0967 -0.1185 0.0000
H -2.90430 1.45126 -2.80222 -0.0419 -0.1093 -0.0220 0.0001
H -2.52030 2.32486 -0.36562 0.1289 -0.0038 0.0830 0.0000
H -2.76800 0.36046 -1.43052 -0.0078 -0.0012 -0.0233 -0.0001
C -0.23810 4.22646 -1.16432 -0.1250 -0.0528 -0.0700 -0.0001
C -1.54210 3.64086 -1.72252 0.0816 0.1668 0.1776 0.0003
C -2.66460 4.55796 -1.19672 0.1157 -0.0293 -0.1371 0.0001
C -1.75340 2.21526 -1.13322 -0.1142 -0.0234 -0.0849 0.0029
C -1.54600 3.68276 -3.24062 0.0230 0.1184 -0.0688 0.0000
C -0.37870 3.78506 -3.99192 -0.0453 0.0157 0.0371 0.0000
C -0.41980 3.90546 -5.37152 0.0620 0.0113 -0.1134 0.0000
C -1.63220 3.92526 -6.03872 0.0559 -0.0465 -0.0903 0.0000
C -2.80320 3.80766 -5.30872 -0.0876 -0.0670 -0.0785 0.0000
C -2.75550 3.67846 -3.93232 0.0018 0.0475 -0.0978 0.0000
H -0.31750 4.32296 -0.08492 0.0068 -0.0625 0.1897 0.0000
H -0.05630 5.21706 -1.57662 0.0545 0.1231 -0.0376 0.0000
H 0.62520 3.60196 -1.37152 0.1369 -0.0591 -0.0371 -0.0001
H -2.54130 4.71366 -0.12672 -0.0067 -0.0585 0.1310 0.0001
H -3.65390 4.14066 -1.35932 -0.1405 -0.0656 -0.0392 0.0000
H -2.61560 5.52696 -1.68812 -0.0434 0.1546 -0.0303 0.0000
H -0.83150 1.89556 -0.63432 -0.1022 0.0017 0.1050 0.0029
H 0.58700 3.77456 -3.51212 0.0930 0.0372 0.1296 0.0000
H 0.50420 4.00016 -5.92732 0.0287 -0.0313 -0.0128 0.0000
H -1.66160 4.02336 -7.11502 -0.0162 0.0352 -0.0415 0.0000
H -3.76310 3.82626 -5.80762 -0.0152 -0.0367 -0.0415 0.0000
H -3.68750 3.58146 -3.39702 -0.0690 0.0485 0.0814 0.0000
```
Positions in Å, forces in eV/Å.

---

# C50H56BN2O4

A cluster of 8 separate species, C50H56BN2O4 in total at a distorted geometry (the ωB97M-V functional and the def2-TZVPD basis, the Open Molecules 2025 dataset).

Calculated values
HOMO	-0.3897	Ha
net charge	+1
LUMO	-3.892	eV
spin multiplicity	1
frontier orbital gap	6.71	eV

```
113
Properties=species:S:1:pos:R:3:forces:R:3:mulliken_charge:R:1
C 3.60064 0.20406 2.44862 1.0048 -0.1066 -0.8934 -0.6593
C 4.14715 1.18151 1.27593 1.6597 -1.5307 0.4012 -0.2637
O 3.68550 2.57203 1.37071 -3.7180 -1.3212 -1.1485 -0.4763
B 2.29708 2.72550 1.01896 0.8641 2.4577 2.3125 0.6223
O 1.58258 3.83494 1.66993 0.9197 -2.8797 -2.2715 -0.5968
C 1.48265 1.80457 -0.06510 -0.9016 -1.7095 -2.7568 -0.3996
N 1.82000 1.85321 -1.48729 -3.0604 -2.6689 1.6842 0.1420
C 0.99560 0.92420 -2.24818 -2.3221 -1.2046 5.0800 -0.6990
C 0.08392 0.27514 -1.18445 2.8728 2.3052 -0.9073 -0.1029
N 0.42299 0.84759 0.13467 2.8427 1.7439 -3.7569 0.8589
C -0.21642 0.48786 1.45009 -1.0338 0.0387 0.6072 -0.4381
C -1.81882 0.64801 1.28185 0.0276 0.2974 -0.1296 -0.2669
C -2.17402 2.20670 1.01425 -0.3398 1.9082 -2.7125 0.6655
O -2.34976 2.66835 -0.15267 0.9309 -2.3017 5.0634 -0.5753
O -2.29307 3.11536 2.11114 1.3125 -1.9405 -1.5089 -0.4543
H 4.08239 -0.83085 2.24490 -0.7909 1.6788 0.3051 0.3766
H 4.02334 0.56859 3.44481 -1.0372 -0.4578 -1.2785 0.2942
H 2.46890 0.03950 2.43518 1.5017 0.4832 0.2011 0.0042
H 5.29786 1.21552 1.41276 -1.9710 0.1534 -0.2904 0.3517
H 3.98955 0.70737 0.23189 -0.0954 0.9643 1.5681 0.2736
H 0.71302 3.98164 1.23320 0.7308 0.0171 0.4191 0.2910
H 2.52706 2.43987 -1.95561 -0.4869 -0.3150 0.8455 0.2812
H 0.99036 0.69062 -3.36546 0.2806 0.7345 1.9470 0.4196
H -0.71758 -0.52905 -1.24833 1.3688 1.3802 -0.1416 0.3623
H 0.12023 1.18228 2.31169 -0.1688 -0.8921 -1.7263 -0.0220
H 0.08933 -0.57161 1.76282 -0.5483 1.4401 -0.7141 0.2402
H -2.21614 0.06758 0.36208 0.7327 1.0215 1.5940 0.0250
H -2.32506 0.22697 2.22070 0.7156 0.8439 -1.3383 0.4640
H -1.52719 3.00773 2.72892 -1.0320 -0.0894 -0.3098 0.3017
C -7.22744 0.34028 -2.55764 0.1006 0.0470 0.0488 -0.5095
C -7.30677 1.68697 -2.21370 0.0807 -0.0224 0.0249 -0.3630
C -6.24490 2.30213 -1.55690 -0.0311 -0.1359 -0.0599 -0.6324
C -5.09905 1.57231 -1.25255 -0.0602 0.0009 0.0379 0.1496
C -5.01922 0.22715 -1.59977 -0.1421 0.1378 -0.0090 -0.3553
C -6.08400 -0.39018 -2.24804 -0.0129 -0.0126 -0.0205 -0.5447
H -8.05655 -0.13986 -3.06681 0.0760 0.0395 0.0538 0.3732
H -8.19733 2.25725 -2.45729 0.0823 -0.0611 0.0310 0.3788
H -6.30942 3.34990 -1.28317 0.0137 -0.0887 -0.0285 0.4006
H -4.26898 2.05168 -0.74512 -0.2636 -0.0719 -0.2008 0.3072
H -4.12460 -0.34202 -1.36376 -0.0572 -0.0120 -0.0422 0.3542
H -6.02244 -1.44042 -2.51343 -0.0006 0.0823 -0.0021 0.4346
C 1.84880 2.34596 7.09095 -0.0315 -0.0118 -0.0545 -0.4706
C 2.81105 3.08880 7.76674 0.0017 0.0006 -0.0590 -0.5173
C 3.80059 3.75859 7.05436 -0.0630 -0.0329 -0.0898 -0.4015
C 3.82218 3.69356 5.66411 -0.0396 -0.0368 0.0212 -0.6680
C 2.85768 2.95365 4.98576 -0.0458 -0.0490 0.2510 -0.2755
C 1.87325 2.27614 5.70091 0.1622 0.1143 0.0540 -0.3814
H 1.07914 1.82081 7.64706 0.0706 0.0501 -0.0414 0.3899
H 2.79037 3.14520 8.85017 0.0036 -0.0172 -0.1097 0.3869
H 4.55484 4.33243 7.58208 -0.0768 -0.0415 -0.0505 0.3917
H 4.59135 4.22031 5.10900 -0.0754 -0.0406 0.0407 0.4172
H 2.87128 2.90421 3.90596 0.0451 0.0682 -0.0406 0.7071
H 1.12345 1.69401 5.17405 0.0115 0.0069 0.0517 0.3137
C -2.30049 7.46541 4.97340 0.0781 -0.0726 -0.0125 -0.4186
C -1.88960 7.09177 6.24970 0.0382 -0.0577 -0.0638 -0.3980
C -0.93193 6.09487 6.40951 -0.0471 0.0388 -0.0891 -0.5049
C -0.37749 5.47787 5.29185 -0.0236 -0.0238 -0.0199 -0.1310
C -0.78570 5.85428 4.01559 -0.1232 0.0177 0.1539 -0.1181
C -1.75023 6.84482 3.85590 -0.0007 -0.0144 0.0413 -0.6393
H -3.04960 8.24034 4.84948 0.0745 -0.0720 0.0083 0.3667
H -2.31700 7.57768 7.12077 0.0365 -0.0512 -0.0877 0.3719
H -0.61674 5.79921 7.40461 -0.0068 0.0296 -0.0895 0.4027
H 0.37324 4.70366 5.41617 -0.0169 0.0764 0.0127 0.3114
H -0.35151 5.37402 3.14364 0.0302 0.0816 0.0483 0.4491
H -2.07209 7.13407 2.86108 0.0199 -0.0150 0.0827 0.3719
C -4.39722 -3.17972 -5.94516 0.1063 0.0416 0.0722 -0.4620
C -4.47768 -1.83346 -5.60180 0.0296 -0.0490 0.0169 -0.4627
C -3.41733 -1.21811 -4.94404 0.0654 -0.0271 0.0131 -0.5061
C -2.27146 -1.94729 -4.63804 -0.2028 -0.0804 -0.0744 -0.0901
C -2.18941 -3.29272 -4.98471 -0.0085 0.0153 0.0367 -0.7290
C -3.25362 -3.91030 -5.63433 -0.0247 0.0847 0.0206 0.0192
H -5.22572 -3.66015 -6.45515 0.0732 0.0485 0.0413 0.3791
H -5.36816 -1.26349 -5.84641 0.0889 -0.0434 0.0395 0.4257
H -3.48293 -0.17011 -4.67037 -0.0329 -0.0748 -0.0275 0.4094
H -1.44187 -1.46591 -4.12907 -0.0221 -0.0250 -0.0473 0.3865
H -1.29525 -3.86068 -4.74756 -0.0878 0.0308 -0.0344 0.3647
H -3.19179 -4.96044 -5.89968 0.0247 0.0868 0.0015 0.2379
C -3.60370 -8.10926 -6.02529 -0.0076 -0.0303 -0.1090 -0.4090
C -3.01640 -9.37047 -6.05407 -0.0305 0.0202 -0.0506 -0.3496
C -3.09664 -10.15002 -7.20390 -0.0395 0.1042 -0.0125 -0.4126
C -3.75637 -9.66393 -8.32920 0.0131 0.0497 0.0987 -0.2985
C -4.34044 -8.40126 -8.30167 0.0221 -0.0177 0.0415 -0.5468
C -4.26812 -7.62544 -7.14875 0.0846 -0.1027 0.0206 -0.0822
H -3.54390 -7.50283 -5.12709 -0.0150 -0.0588 -0.0524 0.3751
H -2.49625 -9.74664 -5.17899 -0.0592 0.0262 -0.0785 0.3511
H -2.64447 -11.13593 -7.22387 -0.0328 0.0890 0.0002 0.3547
H -3.81482 -10.26971 -9.22735 -0.0006 0.0568 0.0822 0.3556
H -4.85335 -8.02182 -9.17963 0.0429 -0.0416 0.0884 0.3507
H -4.72848 -6.64309 -7.12582 0.0155 -0.0708 -0.0167 0.3385
C 0.54431 -3.59474 0.87592 0.0372 -0.1366 0.1560 -0.0578
C -0.47171 -4.53967 0.98356 0.0033 0.0324 0.0041 -0.5748
C -0.23921 -5.73869 1.64984 0.0849 0.0640 0.0131 -0.4005
C 1.00716 -5.98878 2.21733 -0.0355 0.1056 -0.0673 -0.4390
C 2.02187 -5.04218 2.11284 -0.0400 0.0070 -0.0171 -0.3905
C 1.79241 -3.84694 1.43862 -0.0937 0.0005 0.0176 -0.4702
H 0.36370 -2.66017 0.35258 0.0219 -0.0569 -0.0467 0.4747
H -1.44554 -4.34175 0.54694 0.0829 -0.0478 0.0250 0.3834
H -1.02899 -6.47806 1.72800 0.0689 0.0771 -0.0058 0.3742
H 1.18696 -6.92163 2.74100 -0.0125 0.0917 -0.0553 0.3707
H 2.99279 -5.23686 2.55671 -0.0969 0.0154 -0.0563 0.3722
H 2.58557 -3.11125 1.35246 -0.0278 -0.0639 0.0038 0.3872
C 9.61358 2.50131 0.27956 -0.0782 -0.0077 -0.0681 -0.3924
C 8.54914 3.29949 0.68759 -0.0043 -0.0375 -0.0398 -0.4038
C 7.44874 3.47268 -0.14649 0.0078 -0.0907 -0.0278 -0.3517
C 7.40862 2.83913 -1.38563 0.0835 -0.0432 0.1268 -0.3300
C 8.47153 2.03797 -1.79198 -0.0185 0.0061 0.0359 -0.4103
C 9.57590 1.87227 -0.96169 -0.0837 0.0523 0.0501 -0.3727
H 10.47288 2.36922 0.92859 -0.0784 0.0200 -0.0643 0.3668
H 8.57760 3.78780 1.65634 0.0086 -0.0262 -0.1022 0.3780
H 6.62176 4.10058 0.16907 0.0679 -0.0305 -0.0082 0.4180
H 6.54836 2.97024 -2.03439 0.0845 0.0203 0.0118 0.3684
H 8.43949 1.54293 -2.75734 0.0232 0.0595 0.0846 0.3654
H 10.40666 1.25225 -1.28097 -0.0736 0.0554 0.0246 0.3661
```
Positions in Å, forces in eV/Å.

---

| no. | total energy (hartree) |
| --- | --- |
| 1 | -2686.5318 |
| 2 | -2373.9201 |